Entry 1:
The following is a quantum chemistry calculation of C3H11N3O in the gas phase, from OMol25.

## Properties
Frontier orbital gap in eV: 8.9
Structure (SMILES): C[C@H](CNN)ON

Structure (ORCA input):
```
! wB97M-V def2-TZVPD RIJCOSX def2/J DEFGRID3
* xyz 0 1
N -0.99613 -1.11053 -1.13323
C -0.30080 -0.36765 1.61227
H 0.84213 -1.03723 -2.01655
H 2.47472 1.22025 0.69267
H -1.18554 -0.98411 1.79330
O 0.59863 1.64892 0.45789
C -1.00702 0.35499 -0.87804
H -2.05367 0.66254 -0.98417
C -0.56446 0.68657 0.54920
H 0.89090 -1.66498 -0.54943
H 0.55032 -1.01304 1.38013
H -1.58615 -1.66071 -0.50928
H -0.00805 0.13305 2.54329
N 1.79701 0.98566 -0.03585
N 0.30829 -1.64775 -1.39227
H -0.45344 0.88588 -1.65951
H 2.04474 1.57795 -0.83217
H -1.35151 1.33019 0.96175
*
```

Entry 2:
The following is a quantum chemistry calculation of C3H11N3O in the gas phase, from OMol25.

## Properties
Frontier orbital gap in eV: 10.2
Structure (SMILES): CN(N)CN(C)O

Structure (ORCA input):
```
! wB97M-V def2-TZVPD RIJCOSX def2/J DEFGRID3
* xyz 0 1
H -0.66278 0.20051 -2.14486
H 1.48629 -1.48024 1.43397
C -1.49904 0.48929 -1.49958
C -0.27599 0.42341 0.58085
H 2.88471 0.84778 -0.17370
H 2.37582 0.74616 1.38337
H 2.31333 -1.63894 -0.12726
H -3.04508 -0.60029 0.64948
H -0.37214 1.51822 0.59907
H -0.33286 0.08962 1.62620
C 1.36990 -1.35058 0.35099
O -2.60200 0.25879 0.52126
H -2.41412 0.16237 -2.00577
N -1.39460 -0.15485 -0.18628
N 1.01881 0.02749 -0.00722
N 2.06406 0.93641 0.42950
H 0.61170 -2.05823 -0.00080
H -1.52595 1.58311 -1.42928
*
```

Entry 3:
The following is a quantum chemistry calculation of C3H11N3O as an isolated structure, from OMol25.

## Properties
Frontier orbital gap in eV: 9.1

Structure (ORCA input):
```
! wB97M-V def2-TZVPD RIJCOSX def2/J DEFGRID3
* xyz 0 1
N -0.07803 -1.91777 0.09144
N -0.71910 0.33666 -0.00504
O -0.35017 -0.73384 2.08125
C 0.90894 0.79147 -0.36968
H 0.81222 -2.22439 0.45642
H -2.00551 -0.88329 0.64909
H 0.91854 1.87467 -0.25319
H -1.85173 1.20551 1.54319
H 0.13805 0.11000 2.18978
H 0.45714 0.79488 -2.46909
H 1.19054 -0.70596 -1.90141
H -0.72254 -2.67192 -0.09513
C 1.20160 0.37722 -1.79379
C -0.64134 -0.83700 0.74424
H -1.82265 1.95511 0.12558
N -1.23035 1.43329 0.76636
H 1.61029 0.36003 0.35140
H 2.18411 0.73536 -2.11142
*
```

Entry 4:
The following is a quantum chemistry calculation of a 2-piece molecular cluster, C3H11N3O overall, from OMol25.

## Properties
Frontier orbital gap (spin up / spin down) in eV: 8.7 / 8.7

Structure (ORCA input):
```
! wB97M-V def2-TZVPD RIJCOSX def2/J DEFGRID3
* xyz 0 1
H -0.79817 -0.91952 -1.70196
H 1.35110 -0.73972 -0.85818
H -2.70848 0.02680 -0.81513
N -0.65752 -0.34238 -0.88091
H 1.68410 -0.56638 1.59278
C 0.79387 -0.15288 1.11555
H -1.82033 0.57986 0.59808
H -0.07920 -2.47695 0.80028
C -1.90474 -0.23131 -0.12475
C 0.50155 -0.85718 -0.17774
N 0.75410 1.99379 0.50271
H 0.27960 1.88872 -1.42118
H -0.03730 -0.08052 1.80924
O 0.45310 -2.29950 0.01563
H -2.19913 -1.15084 0.40119
N 1.02504 2.09990 -0.76059
H 1.97196 2.00296 -1.12129
H 1.39046 1.22515 1.02627
*
```

Energy above the lowest of the compared OMol25 structures with the same formula, charge and spin / kcal/mol: 95.6; 85.6; 88.8; 119.6
F_max / eV Å⁻¹: 2.7; 1.0; 7.2; 0.6